Entry 1:
Below is a cluster of 13 separate species, C39H81Cl8O28P in total, with properties calculated with ωB97M-V/def2-TZVPD.

Cartesian coordinates (Å):
C  -15.609  15.898  18.655
Cl  -16.077  17.596  18.916
Cl  -14.490  15.775  17.311
H  -15.233  15.459  19.579
H  -16.503  15.309  18.452
C  -21.514  16.477  16.274
Cl  -22.270  15.326  17.465
Cl  -21.159  15.553  14.769
H  -22.109  17.360  16.039
H  -20.538  16.824  16.615
C  -16.965  16.429  14.667
Cl  -17.985  15.621  13.490
Cl  -17.922  17.508  15.672
H  -16.557  15.712  15.379
H  -16.230  16.933  14.039
C  -16.291  8.345  18.694
Cl  -14.956  7.773  19.672
Cl  -17.936  7.647  18.933
H  -16.381  9.410  18.907
H  -16.070  8.307  17.628
C  -19.143  13.469  17.060
C  -18.138  12.405  16.806
O  -17.033  12.825  17.597
C  -15.979  12.017  17.826
O  -15.796  10.968  17.245
O  -15.092  12.738  18.541
C  -13.753  12.195  18.735
H  -20.131  13.095  16.790
H  -18.960  14.379  16.488
H  -19.185  13.780  18.104
H  -17.967  12.348  15.731
H  -18.599  11.484  17.161
H  -13.178  12.217  17.809
H  -13.741  11.158  19.072
H  -13.170  12.786  19.442
C  -11.376  9.706  21.281
C  -10.438  10.867  20.988
O  -10.870  11.630  19.888
C  -10.494  12.920  19.765
O  -9.732  13.495  20.502
O  -11.011  13.389  18.651
C  -10.732  14.709  18.283
H  -11.106  9.356  22.278
H  -11.184  8.864  20.616
H  -12.399  10.071  21.189
H  -9.384  10.612  20.875
H  -10.343  11.599  21.790
H  -11.121  15.447  18.985
H  -11.215  14.957  17.338
H  -9.676  14.885  18.079
C  -11.945  13.777  25.204
C  -12.533  13.343  23.879
O  -12.956  12.001  24.082
C  -13.793  11.364  23.200
O  -14.086  11.681  22.061
O  -14.027  10.127  23.714
C  -14.702  9.128  23.035
H  -11.668  14.830  25.244
H  -11.153  13.115  25.555
H  -12.618  13.655  26.052
H  -11.951  13.358  22.958
H  -13.392  13.958  23.610
H  -15.313  9.449  22.191
H  -15.414  8.740  23.763
H  -14.109  8.291  22.665
C  -19.807  8.826  15.501
C  -21.196  9.321  15.909
O  -21.385  10.534  15.196
C  -22.422  11.274  15.525
O  -23.214  11.125  16.444
O  -22.475  12.305  14.602
C  -23.620  13.234  14.733
H  -19.090  9.568  15.853
H  -19.650  8.727  14.427
H  -19.440  7.971  16.069
H  -21.191  9.567  16.970
H  -21.995  8.591  15.776
H  -23.595  14.078  14.044
H  -23.649  13.692  15.721
H  -24.580  12.727  14.634
C  -12.628  9.468  16.842
C  -11.590  8.366  16.623
O  -10.314  8.752  16.217
C  -9.448  9.150  17.179
O  -9.577  8.923  18.380
O  -8.434  9.749  16.489
C  -7.474  10.354  17.306
H  -13.579  9.054  17.179
H  -12.873  10.208  16.080
H  -12.240  10.149  17.600
H  -11.981  7.766  15.802
H  -11.610  7.734  17.511
H  -7.007  9.802  18.121
H  -7.892  11.289  17.679
H  -6.611  10.694  16.734
C  -11.070  12.478  15.104
C  -11.057  12.095  13.635
O  -11.340  10.682  13.600
C  -12.114  10.238  12.559
O  -12.611  10.906  11.606
O  -12.378  8.935  12.814
C  -13.112  8.161  11.844
H  -10.915  13.556  15.057
H  -10.248  11.999  15.637
H  -11.930  12.309  15.752
H  -10.043  12.288  13.285
H  -11.711  12.696  13.003
H  -13.918  7.629  12.349
H  -12.438  7.401  11.447
H  -13.544  8.707  11.005
C  -19.440  16.483  19.398
C  -19.776  17.933  19.794
O  -20.935  18.283  19.102
C  -21.173  19.629  18.748
O  -20.461  20.593  19.006
O  -22.273  19.668  17.890
C  -22.859  20.923  17.658
H  -18.951  16.482  18.424
H  -20.306  15.820  19.421
H  -18.625  16.080  19.998
H  -18.914  18.545  19.530
H  -19.968  18.000  20.865
H  -23.804  20.944  17.115
H  -22.189  21.503  17.023
H  -23.099  21.305  18.651
C  -22.012  10.579  19.651
C  -21.497  12.018  19.401
O  -20.582  12.419  20.356
C  -19.363  12.043  20.437
O  -18.814  11.334  19.606
O  -18.802  12.467  21.554
C  -17.427  12.087  21.902
H  -22.260  10.546  20.712
H  -21.264  9.871  19.294
H  -22.938  10.340  19.127
H  -22.316  12.725  19.272
H  -20.982  11.957  18.443
H  -17.274  11.009  21.949
H  -17.132  12.445  22.889
H  -16.777  12.606  21.198
C  -16.294  10.421  10.334
O  -16.792  10.894  11.556
P  -18.044  10.103  12.352
O  -19.135  9.504  11.498
O  -17.337  9.029  13.276
C  -16.271  9.275  14.198
O  -18.592  11.161  13.466
C  -19.225  12.269  12.889
H  -16.618  10.872  9.396
H  -16.582  9.373  10.257
H  -15.210  10.535  10.373
H  -16.583  9.200  15.240
H  -15.783  10.246  14.115
H  -15.489  8.518  14.135
H  -20.226  12.262  13.321
H  -19.184  12.263  11.799
H  -18.638  13.135  13.193

Charge   0
2S+1   1

Atom charges from the Mulliken analysis, given in e for atoms 1 to 99:
1 C 0.84
2 Cl -0.16
3 Cl -0.18
4 H 0.28
5 H -0.78
6 C 0.03
7 Cl -0.16
8 Cl -0.14
9 H 0.57
10 H -0.37
11 C 0.28
12 Cl -0.17
13 Cl -0.10
14 H -0.47
15 H 0.45
16 C 0.74
17 Cl -0.14
18 Cl -0.20
19 H -0.50
20 H 0.00
21 C -0.33
22 C 0.13
23 O -0.03
24 C -0.02
25 O -0.54
26 O -0.07
27 C 0.51
28 H -0.29
29 H 0.03
30 H -0.09
31 H 0.72
32 H -0.19
33 H -0.08
34 H 0.08
35 H 0.15
36 C -0.69
37 C -0.66
38 O 0.02
39 C 0.35
40 O -0.59
41 O 0.21
42 C -0.81
43 H 0.46
44 H 0.38
45 H -0.22
46 H 0.23
47 H 0.56
48 H 0.30
49 H 0.17
50 H 0.31
51 C -1.44
52 C 0.28
53 O -0.33
54 C 0.65
55 O -0.25
56 O -0.37
57 C -0.46
58 H 0.40
59 H 0.34
60 H 0.33
61 H 0.00
62 H 0.26
63 H 0.08
64 H 0.32
65 H 0.26
66 C -0.62
67 C 0.03
68 O -0.13
69 C 0.73
70 O -0.63
71 O -0.19
72 C -0.71
73 H -0.31
74 H 0.32
75 H 0.50
76 H -0.25
77 H 0.44
78 H 0.28
79 H 0.20
80 H 0.34
81 C 0.87
82 C -0.77
83 O -0.28
84 C 0.82
85 O -0.60
86 O -0.32
87 C -0.65
88 H -0.03
89 H 0.04
90 H -0.61
91 H 0.36
92 H 0.29
93 H 0.32
94 H 0.21
95 H 0.30
96 C -0.18
97 C -0.73
98 O -0.10
99 C 0.71

***

Entry 2:
Below is a cluster of 5 separate species, C39H81N2O9S in total, with properties calculated with ωB97M-V/def2-TZVPD.

Cartesian coordinates (Å):
C  -2.898  -0.666  -1.727
C  -3.479  -0.512  -0.215
C  -3.478  -1.912  0.574
C  -3.055  -1.771  2.139
C  -1.475  -1.438  2.167
C  -0.829  -1.416  3.640
C  0.216  -0.163  3.713
C  1.538  -0.579  2.879
C  1.994  0.666  1.921
C  2.955  0.235  0.716
C  4.042  1.434  0.545
N  3.264  2.560  -0.093
C  3.086  2.150  -1.513
O  4.357  2.418  -2.195
C  2.047  3.229  -2.154
C  2.122  3.550  -3.689
C  1.103  4.542  -4.297
C  0.019  5.185  -3.367
C  -0.054  4.895  -1.838
C  0.980  3.891  -1.234
C  2.503  0.685  -1.768
C  3.281  -0.059  -2.991
C  4.704  -0.667  -2.595
C  2.281  -1.175  -3.641
C  1.389  -0.350  -4.733
N  2.301  -0.192  -0.560
S  0.558  -0.552  -0.416
H  -3.718  -0.948  -2.476
H  -2.018  -1.417  -1.764
H  -2.476  0.358  -2.039
H  -2.863  0.277  0.337
H  -4.566  -0.163  -0.342
H  -2.711  -2.609  0.062
H  -4.534  -2.369  0.544
H  -3.618  -0.941  2.681
H  -3.207  -2.793  2.654
H  -1.362  -0.374  1.733
H  -0.852  -2.137  1.514
H  -0.222  -2.369  3.826
H  -1.643  -1.342  4.454
H  0.445  -0.012  4.825
H  -0.264  0.802  3.295
H  2.407  -0.766  3.603
H  1.275  -1.511  2.257
H  2.641  1.320  2.625
H  1.115  1.340  1.631
H  3.580  -0.657  1.109
H  4.413  1.832  1.553
H  4.970  1.125  -0.044
H  3.842  3.412  -0.034
H  4.460  3.393  -2.148
H  2.931  3.004  -4.291
H  1.157  4.740  -5.418
H  -0.738  5.885  -3.849
H  -0.865  5.370  -1.176
H  0.898  3.661  -0.111
H  1.447  0.853  -2.208
H  3.458  0.697  -3.844
H  5.436  -0.698  -3.489
H  5.259  -0.132  -1.756
H  4.544  -1.764  -2.279
H  2.846  -1.960  -4.245
H  1.545  -1.606  -2.884
H  0.708  0.409  -4.186
H  2.059  0.288  -5.429
H  0.793  -1.037  -5.421
H  2.702  -1.127  -0.807
H  0.005  0.741  -0.406
C  -0.596  -5.636  2.910
O  -0.389  -5.398  4.295
C  -1.218  -6.222  5.114
C  -0.431  -7.388  5.703
O  -0.032  -8.308  4.689
C  1.336  -8.161  4.334
H  0.196  -5.130  2.354
H  -0.559  -6.703  2.672
H  -1.561  -5.221  2.602
H  -2.089  -6.580  4.556
H  -1.580  -5.594  5.934
H  -1.079  -7.937  6.393
H  0.436  -7.030  6.270
H  1.971  -8.553  5.136
H  1.595  -7.118  4.135
H  1.518  -8.744  3.430
C  -8.371  4.290  2.257
O  -7.722  4.285  0.992
C  -6.313  4.106  1.107
C  -5.907  2.676  0.766
O  -6.389  1.754  1.742
C  -7.538  1.047  1.296
H  -9.448  4.229  2.087
H  -8.068  3.438  2.872
H  -8.152  5.224  2.783
H  -5.962  4.386  2.106
H  -5.847  4.785  0.386
H  -4.814  2.609  0.778
H  -6.250  2.400  -0.237
H  -7.249  0.311  0.538
H  -8.295  1.719  0.886
H  -7.965  0.518  2.149
C  -0.439  -0.717  -10.884
O  0.811  -1.386  -10.979
C  1.745  -0.935  -10.001
C  1.862  -1.927  -8.849
O  0.658  -1.981  -8.086
C  -0.122  -3.130  -8.391
H  -1.156  -1.242  -11.516
H  -0.819  -0.711  -9.858
H  -0.338  0.311  -11.247
H  1.477  0.062  -9.635
H  2.716  -0.860  -10.500
H  2.653  -1.587  -8.172
H  2.139  -2.922  -9.215
H  0.352  -4.023  -7.969
H  -0.254  -3.258  -9.468
H  -1.104  -3.008  -7.932
C  3.240  4.850  7.733
O  4.065  4.388  6.671
C  4.308  2.985  6.743
C  3.444  2.222  5.745
O  2.063  2.287  6.097
C  1.349  3.223  5.303
H  2.934  5.872  7.507
H  2.343  4.236  7.846
H  3.808  4.852  8.669
H  4.153  2.613  7.761
H  5.360  2.832  6.486
H  3.729  1.165  5.770
H  3.607  2.589  4.725
H  1.217  2.825  4.290
H  1.856  4.189  5.256
H  0.363  3.369  5.750

Charge   +1
2S+1   1

Atom charges from the Mulliken analysis, given in e for atoms 1 to 99:
1 C -1.09
2 C 0.26
3 C -0.61
4 C -0.79
5 C 0.63
6 C -1.01
7 C -0.58
8 C -0.39
9 C -0.20
10 C 0.23
11 C -0.74
12 N -0.32
13 C 0.63
14 O -0.60
15 C -0.21
16 C -0.14
17 C -0.63
18 C -0.35
19 C -0.69
20 C -0.18
21 C -0.86
22 C 0.23
23 C -1.23
24 C -0.33
25 C -0.90
26 N 0.53
27 S -0.17
28 H 0.40
29 H 0.17
30 H 0.23
31 H 0.10
32 H 0.05
33 H 0.24
34 H 0.35
35 H 0.34
36 H 0.29
37 H -0.36
38 H 0.26
39 H 0.14
40 H 0.39
41 H 0.38
42 H 0.29
43 H 0.35
44 H 0.32
45 H -0.29
46 H 0.08
47 H 0.15
48 H 0.49
49 H 0.25
50 H 0.36
51 H 0.57
52 H 0.30
53 H 0.34
54 H 0.34
55 H 0.35
56 H 0.28
57 H 0.00
58 H 0.14
59 H 0.35
60 H 0.18
61 H 0.33
62 H 0.41
63 H 0.08
64 H 0.18
65 H 0.23
66 H 0.34
67 H 0.83
68 H 0.25
69 C -0.75
70 O -0.30
71 C -0.54
72 C -0.54
73 O -0.37
74 C -0.68
75 H 0.18
76 H 0.47
77 H 0.26
78 H 0.36
79 H 0.36
80 H 0.37
81 H 0.33
82 H 0.33
83 H 0.26
84 H 0.25
85 C -0.69
86 O -0.37
87 C -0.71
88 C -0.27
89 O -0.36
90 C -0.74
91 H 0.24
92 H 0.29
93 H 0.33
94 H 0.37
95 H 0.37
96 H 0.26
97 H 0.38
98 H 0.28
99 H 0.35

***

Number 1: HOMO -10.404 eV, gap between HOMO and LUMO 10.64 eV, largest force on an atom 4.50 eV Å⁻¹. Number 2: HOMO -10.766 eV, gap between HOMO and LUMO 7.77 eV, largest force on an atom 4.48 eV Å⁻¹.